145
Properties=species:S:1:pos:R:3:forces:R:3 method="wB97M-V/def2-TZVPD" lumo_energy_ev=-0.9 total_energy_ha=-4005.66203 mol_weight_da=1044.878 homo_ev=-8.72 gap_ev=7.83
O 2.1204 1.2604 3.5654 0.0 0.1 0.2
O 4.8131 -0.3509 -2.5060 -2.2 0.7 0.9
O 0.6155 -1.6599 -3.5754 0.3 0.2 -0.3
O -0.9398 0.9698 1.3044 -0.6 1.4 0.3
O 2.6316 5.7059 0.8414 0.0 0.4 0.1
O -4.2936 1.7992 5.2849 0.4 3.3 -0.1
O -0.6303 1.2983 4.0660 -0.6 0.2 0.7
O -5.7746 4.3868 -4.7776 -4.5 1.8 -0.8
O -0.3334 -4.3606 4.6498 -0.9 -0.1 0.8
O 1.3779 -2.5513 3.5562 -3.4 0.4 -0.8
O 1.5559 -5.2841 2.7606 -0.1 -0.7 0.0
O -7.0314 1.9427 0.4014 0.3 1.7 0.5
O 5.5050 -1.5071 1.0877 0.6 -0.7 0.2
O -3.6214 2.0241 -1.1464 -0.4 -0.1 0.6
O -3.2381 -0.9147 -5.0061 0.1 -0.1 0.0
O -4.6345 -3.5479 -2.4677 1.1 0.9 0.4
O -1.2416 4.0166 -3.0752 -0.3 0.0 0.1
O -0.8995 -6.1604 -2.3553 -0.8 -0.6 -0.5
O -4.4622 4.6446 0.3115 0.0 0.4 -0.9
O -2.3407 1.1541 -3.5072 0.2 0.5 0.3
O -4.4190 2.7421 2.1216 0.4 -0.5 -0.2
O 1.9273 2.9143 -2.9915 1.6 3.7 1.5
O 2.4235 -3.5696 0.4013 -1.5 -3.4 4.4
O -4.0671 -0.3592 1.1677 0.3 0.3 0.4
O -1.4894 0.0444 -0.6114 -0.3 0.4 -0.9
O 5.3227 3.0379 1.6994 0.2 3.4 0.5
N 4.6938 0.9499 1.8866 -1.8 -1.1 1.7
N -5.2404 -0.1173 5.0436 -3.9 -3.7 -0.8
N -0.5694 -4.3983 -1.0777 -1.8 4.7 0.6
N 0.6457 1.4962 -3.9714 -2.8 -1.8 -2.2
N -3.1183 -0.0076 4.7598 3.3 -2.6 -1.9
N 0.6859 -6.1545 -0.8073 2.3 -1.6 1.2
N 6.9229 -3.3077 1.0011 -0.5 0.3 -0.3
N -0.7902 3.9879 -0.8870 2.0 -2.2 1.5
N 2.4836 -3.3480 -1.7902 -2.4 -3.5 -5.7
N 3.5515 -2.6377 3.1106 1.3 0.1 -1.0
N -3.0482 -1.9463 -2.1662 2.8 1.1 -3.5
N -6.4140 0.2298 -0.8977 6.3 -1.2 -3.9
N 6.5193 -1.6165 -1.7305 0.0 0.0 0.7
N 2.9085 -2.2061 5.1527 0.3 1.1 3.0
N 0.8963 5.0339 2.0373 -4.0 1.0 1.4
N 3.4167 -1.9352 -0.6197 2.5 4.4 1.6
N 6.1519 1.5590 0.3150 2.9 -0.5 -3.7
N 2.6718 3.7249 1.8492 0.0 -2.1 0.9
N -4.3569 2.7436 -4.7297 0.7 -7.1 -0.5
N 6.5957 -0.6120 -3.7117 2.6 0.6 -2.8
N 2.5501 0.7988 -3.0753 3.1 -4.0 0.9
N 7.3039 -1.6373 2.4380 0.8 1.3 1.2
N -4.2455 -2.5492 -0.4852 -0.4 0.0 3.2
N -3.6049 4.6921 -4.4205 1.6 3.0 0.5
N -2.2482 5.4105 -1.6013 -2.4 3.2 0.1
N -8.2184 0.1078 -0.0234 -5.9 -1.7 2.1
C -0.3149 -5.6098 -1.4369 -0.6 -1.7 -2.3
C 2.0945 4.8602 1.5521 2.5 1.8 -2.4
C -3.9551 -2.7769 -1.7657 -4.0 -2.1 0.1
C 1.7706 1.7988 -3.3564 -1.8 0.7 0.3
C -4.6863 3.9648 -4.6378 1.3 2.4 0.3
C -7.2196 0.8935 -0.1700 0.3 1.5 1.9
C -1.4157 4.4614 -1.9300 0.3 -0.6 -1.6
C 5.9203 -0.7890 -2.6378 -0.3 -1.9 1.9
C 0.5675 -0.6297 0.3950 0.0 0.3 0.4
C -4.1970 0.6447 4.9665 -1.3 3.3 2.3
C -0.6692 0.2714 0.3146 0.3 -2.2 1.2
C 2.4887 -2.4179 3.9417 2.1 -1.0 -2.1
C 5.3813 1.9372 1.2465 -2.4 -2.1 4.0
C 6.5125 -2.1047 1.4774 0.0 -0.7 -0.4
C 2.7140 -3.0151 -0.6011 1.6 2.4 0.6
Li -2.9266 1.1790 0.4450 0.2 0.0 0.0
H -0.8817 1.3054 3.1424 0.1 -0.1 -0.8
H -5.1286 -0.9936 4.5540 -1.0 -0.2 0.5
H 2.1118 -4.2778 -1.9216 -0.4 0.3 -0.7
H -2.8892 -1.0086 -5.8925 0.2 -0.1 -0.3
H 5.9162 -1.9755 -1.0042 0.3 0.1 0.0
H 0.3129 -4.8021 4.0988 0.3 -0.1 -0.4
H -2.2588 0.4639 4.5170 0.4 -0.1 0.0
H 0.3936 4.3338 2.5638 0.2 0.3 0.0
H -6.6145 -0.7245 -1.1606 0.7 0.6 -0.4
H 7.8586 -3.6079 1.2341 -0.5 -0.5 -0.3
H -0.1735 3.2315 -1.1471 0.3 0.1 0.6
H 0.1195 -2.4191 -3.8818 -0.2 -0.3 -0.1
H -6.1554 0.1815 5.3494 0.5 0.2 -0.3
H 2.1856 3.2166 2.5741 0.8 -0.5 -0.2
H -3.6337 -1.9313 0.0287 -0.3 -0.2 -0.1
H 6.1717 0.6068 -0.0211 0.1 0.4 -0.3
H -3.9860 2.9086 -1.1180 -0.3 0.7 0.2
H 2.5577 -2.6365 -2.5033 -0.2 -0.9 -0.4
H -2.7718 4.2899 -4.0152 0.5 0.3 -0.2
H 8.1665 -2.0865 2.7106 -0.3 0.1 -0.1
H 0.4388 -1.6212 -2.6355 -0.2 0.1 0.5
H 6.5700 2.3862 -0.0864 0.5 -0.7 -0.8
H -3.1002 2.0050 -1.9491 0.2 -0.3 -0.6
H -1.7804 0.8980 -2.7746 0.6 -0.1 0.5
H -5.5407 0.6797 -1.1324 0.2 -0.4 -0.4
H -5.0896 -2.8435 -0.0151 0.4 -0.6 -0.5
H -0.1238 2.1500 -3.9942 0.4 0.3 0.1
H -5.0687 2.0676 -4.9673 0.1 0.2 0.3
H 2.4749 -0.1267 -3.4727 -0.6 0.4 -0.3
H 2.3805 -5.3902 3.2351 0.3 -0.1 0.1
H 2.2243 -1.8956 5.8276 0.5 -0.1 0.3
H -3.4810 2.4003 -4.3622 -0.1 0.0 -0.3
H 0.7861 -7.1382 -1.0132 0.7 0.3 0.5
H 4.7237 -0.0566 1.8085 0.6 0.4 -0.8
H 0.2839 -1.5810 -0.0552 0.6 0.2 -0.8
H -3.4007 -0.8943 4.3672 1.7 -0.4 0.1
H 6.2467 -3.8253 0.4579 0.5 -0.3 0.0
H -1.3317 -3.9812 -1.5927 0.1 0.3 0.3
H -5.3530 2.6393 1.9392 -0.7 -0.3 -0.2
H -8.1501 -0.7965 -0.4680 -1.2 0.3 0.7
H -3.0407 -1.9490 -3.1762 0.7 0.3 -0.1
H 3.8419 -1.6347 0.2458 -0.3 0.3 -0.4
H 3.5337 -1.3729 -1.4504 0.4 0.1 0.3
H 4.3925 -2.1091 3.2932 -0.1 -0.2 -0.2
H -1.0036 4.2026 0.0765 0.2 -0.1 -0.4
H 6.2175 0.0280 -4.3954 0.6 -0.1 0.0
H 2.3347 0.4830 3.0498 -0.3 -0.4 -0.4
H -8.8891 0.4091 0.6691 -0.4 -0.8 -0.3
H -3.8694 -0.6564 2.0558 0.3 0.1 0.4
H -2.7981 5.9183 -2.2794 0.2 -0.4 0.0
H 3.3680 -2.8775 2.1468 -0.2 0.1 -0.2
H 0.5541 5.9841 2.0254 -0.1 -0.4 -0.1
H 1.6318 -4.4297 2.3356 0.0 0.5 -0.3
H 7.5475 -0.9399 -3.6296 0.0 0.5 -1.2
H -3.7139 5.6944 -4.4802 0.1 -0.3 0.2
H 4.1480 1.2333 2.6878 0.4 0.5 -0.6
H -2.2237 5.8220 -0.6792 0.0 -0.3 -0.3
H -4.3305 2.5261 3.0499 0.2 0.1 0.8
H 7.4634 -1.9518 -1.8586 -0.4 -0.1 0.2
H 3.6621 3.6435 1.6684 0.0 -0.2 0.2
H -2.4705 0.3462 -4.0040 -0.2 -0.6 -0.4
H 1.2495 -5.5557 -0.2207 0.3 -0.8 0.5
H 2.9195 1.4502 4.0570 0.1 0.2 0.5
H 1.4608 -0.0986 0.0663 -0.1 -0.4 -0.8
H -0.1003 -3.8773 -0.3507 -0.1 -0.3 0.0
H 7.1878 -0.6677 2.6959 0.0 -0.1 0.0
H 0.3222 1.3926 4.0561 0.4 -0.1 0.0
H 3.9064 -2.2880 5.2852 -0.5 0.2 0.8
H -0.1412 -3.4287 4.5454 0.2 0.1 -0.2
H -4.1026 5.3140 0.8935 0.0 0.1 0.2
H -4.4597 3.8439 0.8361 0.1 0.0 0.5
H 0.4195 0.5286 -4.1526 0.0 0.2 0.0
H -4.0366 -0.3984 -5.1160 -0.4 0.1 0.0
H 3.3612 0.7922 -2.4735 -0.3 1.2 -0.3
H -2.3933 -1.3823 -1.6436 -0.2 0.2 0.3
H -4.8861 -0.8010 0.9435 -0.4 0.3 -0.3
H 0.8429 -0.9486 1.4003 -0.5 0.4 0.5

---

34
Properties=species:S:1:pos:R:3:forces:R:3 method="wB97M-V/def2-TZVPD" lumo_energy_ev=-1.0 total_charge=-1 total_energy_ha=-1585.03369 mol_weight_da=471.139 homo_ev=-3.00 gap_ev=2.01
I -1.0858 -3.0766 1.1493 -0.8 2.0 -0.3
O -5.7054 -2.3462 2.0669 1.9 0.8 -2.2
O -5.8358 -0.0749 -1.3559 -1.2 2.8 1.0
O 2.4772 -1.0132 -0.8338 0.0 0.1 -0.2
O -4.3979 -3.3874 0.4054 -0.9 4.6 3.1
O 6.6705 2.3498 -2.2949 -0.9 -0.5 0.5
O -5.7852 0.5010 0.6708 3.5 0.9 1.6
O 6.1038 -0.0666 -3.6317 0.1 0.6 0.4
O 2.8457 1.5612 0.2761 -0.6 -0.5 0.1
N -1.9072 1.4758 0.5368 -1.8 -2.6 0.3
N -6.1897 0.8148 -0.6169 0.5 -3.3 -3.0
C -2.0504 -1.1237 0.9033 -2.0 2.8 -0.3
C 5.6837 1.6499 -1.9504 2.0 -0.1 -1.8
C -1.1839 0.1832 0.7248 -2.1 -0.9 0.3
C -3.3645 1.6157 0.5099 -1.6 -3.2 0.4
C 1.8320 -1.2134 2.7639 -3.8 3.9 -4.4
C 1.1376 -0.3927 1.9847 3.4 -5.2 2.4
C -4.3212 0.3896 0.6908 4.3 -0.4 0.5
C 3.4238 -0.2714 -1.2337 -1.0 0.7 1.1
C 5.4382 0.3296 -2.6792 -0.7 -1.3 -0.2
C 4.7625 1.9159 -0.9825 -2.1 -0.1 1.8
C 0.4195 0.2704 0.6942 -0.6 0.8 1.6
C -3.6541 -1.0641 0.9116 1.3 2.7 0.2
C -4.5994 -2.3498 1.1186 0.1 -3.3 -2.3
C 4.3324 -0.5320 -2.2073 1.1 -0.4 -1.3
C 3.6060 1.0969 -0.5781 1.9 1.6 -0.4
H -1.3488 2.3455 0.4030 -0.5 -1.2 0.2
H 0.8469 -0.1343 -0.3244 -0.1 0.0 1.8
H -3.8213 2.6679 0.3384 1.1 -2.1 0.3
H 4.8505 2.8367 -0.4168 0.0 0.1 0.0
H -6.4505 -2.8893 1.7028 1.3 0.3 0.1
H 2.4012 -2.0446 3.3401 -1.4 2.3 -1.2
H 0.7151 1.3995 0.7306 -0.5 -2.1 -0.2
H 4.2753 -1.4767 -2.7372 -0.1 0.0 0.0

---

32
Properties=species:S:1:pos:R:3:forces:R:3 method="wB97M-V/def2-TZVPD" lumo_energy_ev=-3.8 total_charge=+1 total_energy_ha=-1309.36208 mol_weight_da=517.445 homo_ev=-10.53 gap_ev=6.73
Pb -0.1428 0.2743 -3.4647 0.1 0.2 -0.7
O 3.6158 -0.0836 -3.7239 -2.7 0.4 -0.1
O -3.8386 -0.1695 -3.7992 2.7 0.6 -0.1
O -0.1892 -3.4077 -4.2132 0.2 3.2 0.6
O -0.1170 -1.1121 -6.5989 0.0 -0.4 -0.1
O -0.0281 4.0808 -3.4055 -0.1 -2.6 -0.2
N 0.1337 -0.4767 1.1626 0.2 -0.7 -1.1
N -0.2162 -0.6545 -1.0268 -0.3 -0.4 1.8
N -0.4093 1.4598 7.6648 0.3 -0.6 -2.6
C -2.7183 0.0441 -3.8428 -3.5 -0.7 0.0
C -1.0626 1.2716 4.1980 0.1 0.0 -0.1
C 0.8087 -1.6253 0.7269 -0.3 0.5 -0.1
C -0.1355 -2.2894 -3.9780 -0.2 -3.9 -0.6
C -0.2772 1.1898 6.5328 -0.2 0.8 2.5
C 0.9427 0.0334 4.7424 0.0 -0.3 -0.3
C -0.0525 2.9534 -3.5765 0.1 3.8 -0.1
C -0.9520 0.8732 2.8649 0.0 0.0 0.2
C 0.5763 -1.7279 -0.6132 -0.5 1.0 0.5
C -0.4860 0.0630 0.0758 0.9 -1.1 -0.7
C 1.0209 -0.4305 3.4261 -0.2 0.5 0.1
C 0.0757 0.0048 2.4872 0.0 0.1 1.1
C 2.4859 0.0719 -3.7545 3.4 -0.5 0.0
C -0.0662 -0.0943 -5.9855 0.1 1.7 0.7
C -0.1223 0.8463 5.1457 0.0 -0.2 -0.5
H 1.8156 -1.1091 3.1201 -0.1 0.3 0.2
H 0.0261 0.9261 -6.5102 -0.1 -0.9 -0.1
H -1.6814 1.2108 2.1230 0.2 -0.1 0.5
H 1.7104 -0.2504 5.4611 -0.3 0.0 -0.1
H -1.0799 0.9681 0.1430 0.2 -0.2 -0.2
H 1.3635 -2.2578 1.4017 -0.1 0.1 -0.1
H 0.8789 -2.4992 -1.3055 0.1 0.1 0.1
H -1.8792 1.9165 4.5222 0.2 -0.2 -0.2